[1]
# C4H10N2O

A single C4H10N2O molecule in a non-equilibrium geometry (ωB97M-V with the def2-TZVPD basis set, OMol25).

Its largest force on an atom is 4.13 eV Å⁻¹. For the total energy, the calculation gives -9336.011 eV. The value obtained for the energy relative to the best compared isomer or geometry (same formula, charge and spin) is 2.9761 eV. The SMILES is NC[C@H](N)CC=O.

```
! RIJCOSX wB97M-V def2-TZVPD def2/J DEFGRID3
* xyz 0 1
N 0.241 -1.052 0.981
C -0.210 -0.242 -0.155
C 0.174 1.228 -0.201
C 1.627 1.260 0.243
O 2.612 1.241 -0.511
C -1.710 -0.330 -0.356
N -2.242 -1.763 -0.237
H 1.012 -0.783 1.582
H 0.461 -1.952 0.474
H 0.275 -0.699 -1.122
H -0.095 1.711 -1.198
H -0.246 1.872 0.741
H 1.809 1.472 1.310
H -1.955 -0.002 -1.360
H -2.148 0.337 0.413
H -2.058 -2.037 0.777
H -3.234 -1.628 0.071
*
```

[2]
# C4H8N2S

A single C4H8N2S molecule in a non-equilibrium geometry (ωB97M-V with the def2-TZVPD basis set, OMol25).

Its largest force on an atom is 1.02 eV Å⁻¹. For the total energy, the calculation gives -18092.427 eV. The value obtained for the energy relative to the best compared isomer or geometry (same formula, charge and spin) is 1.3151 eV. The SMILES is C[C@@H]1CN1C(N)=S.

```
! RIJCOSX wB97M-V def2-TZVPD def2/J DEFGRID3
* xyz 0 1
C 1.026 -1.556 0.448
C 1.000 -0.458 -0.600
C 0.985 0.980 -0.171
C -1.408 0.213 -0.259
H 0.550 -1.210 1.370
H 0.509 -2.458 0.067
H 2.047 -1.785 0.692
H 1.508 -0.709 -1.563
H 1.527 1.712 -0.762
H 0.970 1.192 0.922
H -2.896 1.382 0.538
H -1.451 2.188 0.119
N -0.169 0.378 -0.799
N -1.909 1.333 0.319
S -2.289 -1.203 -0.322
*
```

[3]
# C3H11N2O

A 2-piece molecular cluster, C3H11N2O overall in a non-equilibrium geometry (ωB97M-V with the def2-TZVPD basis set, OMol25).

Its largest force on an atom is 1.95 eV Å⁻¹. For the total energy, the calculation gives -8310.401 eV. The value obtained for the energy relative to the best compared isomer or geometry (same formula, charge and spin) is 1.3908 eV.

```
! RIJCOSX wB97M-V def2-TZVPD def2/J DEFGRID3
* xyz 1 1
C -2.140 -1.433 -1.191
C -0.746 -0.846 -1.126
N -0.763 0.596 -0.879
C 0.176 1.210 -0.187
N 1.358 0.652 0.048
H -2.781 -1.309 -0.319
H -2.032 -2.515 -1.265
H -2.735 -0.963 -1.983
H -0.151 -1.161 -1.984
H -0.276 -1.339 -0.270
H -1.338 1.136 -1.519
H -0.144 2.167 0.233
H 1.682 0.885 0.987
H 2.020 0.441 -0.684
H 2.487 1.534 3.682
H 2.906 0.106 3.447
O 2.477 0.839 3.011
*
```

[4]
# C5H6ClP

A single C5H6ClP molecule in a non-equilibrium geometry (ωB97M-V with the def2-TZVPD basis set, OMol25).

Its largest force on an atom is 3.47 eV Å⁻¹. For the total energy, the calculation gives -27088.745 eV. The value obtained for the energy relative to the best compared isomer or geometry (same formula, charge and spin) is 3.3432 eV.

```
! RIJCOSX wB97M-V def2-TZVPD def2/J DEFGRID3
* xyz 0 1
C -0.928 -0.237 -1.115
C -0.513 0.826 -0.424
C -1.170 -1.524 -0.573
C 0.194 0.920 0.936
C 1.444 0.076 0.814
P -0.050 -2.423 0.346
Cl 2.637 0.148 -0.455
H -1.181 0.027 -2.117
H -0.448 1.756 -1.100
H -2.104 -1.886 -0.843
H 0.558 1.875 1.253
H -0.520 0.642 1.682
H 2.080 -0.200 1.597
*
```